(1)
78
Properties=species:S:1:pos:R:3 method="wB97M-V/def2-TZVPD" charge=-1
C -1.383 5.479 -0.973
C -1.751 5.165 -2.432
C -0.530 4.684 -3.230
C -0.154 3.225 -2.971
C 1.176 2.898 -3.696
C 1.062 1.782 -4.735
C 0.895 0.340 -4.171
C 1.208 0.149 -2.676
C 1.682 -1.323 -2.456
C 1.350 -1.863 -1.044
C 1.708 -0.860 0.067
Al 1.704 -1.693 1.949
C -0.220 -1.618 2.630
C -1.091 -0.509 1.995
C -2.188 -1.071 1.063
C -2.590 -0.092 -0.040
C -3.272 1.161 0.487
F -3.926 0.956 1.633
F -2.274 2.033 0.790
C -4.124 1.913 -0.580
F -4.137 3.197 -0.308
F -3.497 1.800 -1.726
S -5.905 1.333 -0.773
F -6.315 2.758 -1.350
F -6.282 1.848 0.657
F -5.568 -0.106 -0.258
F -5.635 0.868 -2.263
F -7.398 0.865 -0.964
N 2.962 -0.670 2.970
C 2.959 -0.884 4.435
C 2.617 -2.289 4.923
C 3.593 -3.387 4.417
H -0.866 6.436 -0.958
H -0.714 4.698 -0.616
H -2.270 5.519 -0.348
H -2.545 4.422 -2.526
H -2.129 6.071 -2.911
H -0.730 4.805 -4.300
H 0.309 5.346 -2.994
H 0.023 3.138 -1.896
H -0.959 2.545 -3.250
H 1.996 2.761 -2.997
H 1.429 3.806 -4.253
H 1.916 1.868 -5.407
H 0.179 1.996 -5.345
H 1.600 -0.288 -4.721
H -0.089 -0.066 -4.402
H 2.015 0.771 -2.314
H 0.288 0.242 -2.098
H 1.309 -1.965 -3.258
H 2.774 -1.283 -2.497
H 1.973 -2.749 -0.916
H 0.286 -2.113 -0.951
H 2.753 -0.551 -0.097
H 1.110 0.056 0.013
H 2.289 -3.180 1.793
H -0.677 -2.592 2.398
H -0.298 -1.525 3.718
H -0.529 0.272 1.481
H -1.622 0.000 2.809
H -3.044 -1.367 1.669
H -1.800 -1.988 0.619
H -1.730 0.186 -0.644
H -3.258 -0.626 -0.721
H 2.634 0.289 2.856
H 3.989 -0.703 4.797
H 2.346 -0.132 4.951
H 2.752 -2.267 6.011
H 1.574 -2.564 4.778
H 4.422 -2.975 3.853
H 3.946 -3.951 5.285
H 3.021 -4.104 3.838
C 3.899 -7.456 3.246
O 2.973 -6.657 2.525
H 4.612 -6.791 3.727
H 3.385 -8.045 4.012
H 4.437 -8.128 2.569
H 2.344 -7.251 2.101

***

(2)
83
Properties=species:S:1:pos:R:3 method="wB97M-V/def2-TZVPD" charge=+1
C 5.333 1.641 -1.580
O 5.803 0.305 -1.655
C 4.752 -0.650 -1.422
C 5.242 -1.838 -0.539
C 4.165 -2.956 -0.320
C 3.294 -2.791 0.972
C 2.600 -1.398 0.970
C 1.683 -1.131 2.229
C 0.322 -0.507 1.915
C 0.130 0.500 0.853
O 1.141 0.971 0.096
C 1.583 2.277 0.606
C 2.851 2.214 1.508
N 2.577 2.049 2.950
C 2.307 3.341 3.639
C 0.867 3.394 4.242
C 0.615 2.306 5.331
O 0.657 4.652 4.903
C -1.233 0.937 0.692
B -1.622 1.996 -0.464
O -0.894 3.170 -0.710
O -2.725 1.777 -1.281
C -2.682 0.485 -1.933
C -2.291 0.446 1.553
P -4.066 1.039 1.386
N -4.856 0.091 0.399
N -2.013 -0.428 2.515
N -0.787 -0.828 2.602
O -0.581 -1.719 3.604
B -1.855 -2.291 4.046
O -2.313 -3.401 3.324
O -2.559 -1.815 5.134
H 5.979 2.345 -2.157
H 5.406 1.984 -0.513
H 4.292 1.776 -1.967
H 3.895 -0.089 -0.985
H 4.410 -1.000 -2.432
H 6.097 -2.293 -1.085
H 5.669 -1.450 0.420
H 4.719 -3.925 -0.267
H 3.546 -3.028 -1.247
H 2.476 -3.554 0.879
H 3.838 -3.028 1.910
H 1.977 -1.305 0.051
H 3.395 -0.619 0.987
H 2.246 -0.451 2.917
H 1.613 -2.095 2.784
H 1.780 2.918 -0.285
H 0.745 2.753 1.160
H 3.498 1.384 1.144
H 3.448 3.149 1.390
H 1.705 1.528 3.042
H 2.475 4.231 2.992
H 3.008 3.409 4.504
H 0.056 3.301 3.473
H 1.347 2.382 6.162
H 0.610 1.274 4.893
H -0.393 2.449 5.789
H 1.172 5.340 4.452
H -0.386 3.004 -1.526
H -2.699 0.644 -3.039
H -3.593 -0.120 -1.716
H -1.768 -0.114 -1.724
H -4.067 2.352 0.827
H -4.702 1.032 2.657
H -5.636 -0.327 0.912
H -1.762 -4.135 3.661
H -1.976 -1.731 5.908
C -5.872 -3.736 -5.210
C -4.867 -3.757 -6.343
O -4.740 -2.467 -6.960
C -4.046 -1.563 -6.270
O -3.517 -1.733 -5.199
O -4.057 -0.418 -6.963
C -3.433 0.674 -6.292
H -6.832 -3.350 -5.556
H -6.016 -4.738 -4.805
H -5.542 -3.086 -4.398
H -5.215 -4.435 -7.122
H -3.891 -4.118 -6.013
H -2.417 0.423 -5.989
H -4.029 0.970 -5.427
H -3.392 1.508 -6.989

***

no.,HOMO energy (Eh),LUMO level (Eh),orbital gap (eV)
1,-0.152,0.0801,6.321
2,-0.433,-0.1691,7.167